No. 1
74
Properties=species:S:1:pos:R:3:forces:R:3 method="wB97M-V/def2-TZVPD" e_homo_ev=-6.69 lumo_energy_ev=0.307 e_above_lowest_kj_mol=74.4 homo_lumo_gap_ev=7.0
Pt -0.761 0.958 -0.573 -1.013 0.092 0.720
N -3.953 2.407 -2.742 0.026 -0.001 -0.028
C -2.923 1.715 -2.228 -0.026 -0.005 -0.128
O -1.908 2.314 -1.843 0.181 -0.130 0.031
C -3.034 0.219 -2.125 0.052 0.052 -0.063
C -1.659 -0.366 -1.771 0.016 0.007 0.020
H -3.910 3.412 -2.750 0.003 0.000 -0.013
H -4.795 1.945 -3.031 0.007 0.000 -0.013
H -3.438 -0.179 -3.063 -0.057 -0.003 0.025
H -3.773 0.008 -1.347 0.028 0.029 0.047
H -1.066 -0.453 -2.687 0.070 -0.042 0.009
H -1.769 -1.365 -1.345 -0.011 0.003 0.016
C 3.830 1.842 -0.269 0.028 -0.017 -0.019
C 3.388 1.531 -1.698 -0.020 0.009 -0.083
C 2.135 2.310 -2.094 0.081 0.057 0.027
C 3.285 0.038 -1.952 0.097 0.045 -0.049
C 4.229 -0.519 -2.810 0.036 0.062 0.071
C 4.281 -1.877 -3.065 -0.060 -0.077 0.067
C 3.337 -2.701 -2.479 0.008 0.081 -0.140
C 2.347 -2.190 -1.647 -0.033 0.002 -0.023
C 1.249 -3.139 -1.192 -0.057 -0.054 0.010
C 1.787 -4.431 -0.570 0.023 0.028 0.053
C 0.348 -3.471 -2.387 0.015 -0.093 0.071
C 2.342 -0.810 -1.348 -0.069 -0.111 0.194
N 1.366 -0.333 -0.423 0.521 -0.164 -0.024
C 1.413 -0.870 0.746 0.058 0.071 -0.204
C 0.339 -0.806 1.676 -0.082 0.031 0.263
C 0.221 -1.492 2.888 0.041 0.029 -0.079
C -1.099 -1.315 3.298 -0.025 0.092 0.057
C -1.730 -0.529 2.319 -0.073 0.260 0.080
N -0.852 -0.209 1.349 0.382 -0.194 -0.624
C -3.201 -0.159 2.282 -0.003 -0.025 -0.017
C -3.441 1.227 1.677 -0.004 0.015 0.047
C -3.784 -0.172 3.699 -0.015 -0.049 -0.012
C -3.929 -1.219 1.440 0.027 0.021 -0.054
H 3.861 2.924 -0.112 0.012 0.018 0.025
H 4.827 1.444 -0.072 -0.008 -0.014 0.000
H 3.146 1.402 0.450 -0.087 0.012 0.108
H 4.196 1.873 -2.351 -0.045 0.026 -0.031
H 1.311 2.143 -1.401 0.045 -0.008 -0.024
H 1.799 2.028 -3.093 -0.002 0.004 -0.009
H 2.357 3.381 -2.099 -0.027 0.011 -0.008
H 4.964 0.136 -3.264 -0.015 0.007 0.003
H 5.046 -2.285 -3.712 -0.011 -0.008 -0.014
H 3.351 -3.763 -2.691 -0.005 -0.017 -0.006
H 0.635 -2.654 -0.433 -0.005 -0.034 -0.149
H 2.207 -5.101 -1.323 0.043 0.028 -0.011
H 0.976 -4.969 -0.075 -0.004 -0.015 -0.012
H 2.562 -4.227 0.170 -0.010 0.001 0.018
H 0.932 -3.943 -3.181 -0.018 -0.018 0.004
H -0.109 -2.574 -2.796 -0.036 0.075 -0.032
H -0.445 -4.162 -2.091 -0.006 0.020 -0.003
H 2.269 -1.491 1.030 -0.012 -0.009 0.020
H 0.997 -2.063 3.377 0.007 0.008 0.001
H -1.554 -1.714 4.191 -0.005 0.004 -0.004
H -3.137 2.016 2.370 0.037 -0.005 -0.002
H -4.506 1.361 1.468 -0.006 0.008 0.029
H -2.875 1.364 0.756 -0.038 -0.005 -0.026
H -3.240 0.513 4.352 -0.003 0.001 0.001
H -3.744 -1.168 4.142 -0.002 0.001 0.001
H -4.831 0.139 3.672 -0.001 -0.004 -0.006
H -3.541 -1.225 0.420 0.007 -0.008 0.008
H -5.004 -1.019 1.409 -0.001 0.004 -0.007
H -3.771 -2.214 1.858 -0.012 0.000 0.011
C 1.578 4.125 2.071 0.056 -0.094 0.009
S 0.884 2.482 1.867 0.085 0.100 -0.011
C -0.143 2.495 3.334 0.024 -0.096 -0.037
O -0.032 2.664 0.676 -0.053 0.051 0.002
H 0.778 4.842 2.247 -0.033 -0.013 -0.024
H 2.098 4.363 1.146 0.027 -0.024 -0.019
H 2.284 4.112 2.901 -0.018 0.004 0.008
H 0.514 2.520 4.204 0.008 0.026 -0.013
H -0.708 1.565 3.335 -0.027 -0.057 -0.004
H -0.803 3.361 3.312 -0.017 -0.005 -0.030

---

No. 2
78
Properties=species:S:1:pos:R:3:forces:R:3 method="wB97M-V/def2-TZVPD" e_homo_ev="-6.38 / -7.02" lumo_energy_ev="-0.770 / -0.721" spin_multiplicity=3 e_above_lowest_kj_mol=278.9 homo_lumo_gap_ev="5.6 / 6.3"
V -0.547 2.836 -1.643 0.377 1.033 -1.245
Se 1.281 2.915 -2.986 -0.087 0.118 0.227
P 2.577 1.805 0.301 0.149 0.137 0.094
Se 0.311 1.476 0.254 -0.055 -0.448 0.501
C 2.531 3.553 0.850 -0.099 0.009 -0.095
C 2.979 4.512 -0.055 0.027 0.004 0.005
C 2.902 5.863 0.261 0.019 0.008 0.010
C 2.367 6.262 1.476 0.020 -0.001 0.017
C 1.906 5.311 2.381 0.006 0.007 0.007
C 1.988 3.964 2.070 0.015 -0.013 0.004
C 2.937 0.969 1.903 0.008 0.076 -0.020
C 3.954 1.468 2.717 0.030 -0.018 0.003
C 4.344 0.783 3.858 -0.001 0.007 -0.011
C 3.723 -0.409 4.203 0.001 -0.004 0.010
C 2.715 -0.916 3.396 -0.001 -0.025 0.005
C 2.331 -0.235 2.251 -0.014 -0.002 0.021
H 3.370 4.199 -1.014 -0.018 0.005 -0.004
H 3.254 6.601 -0.448 0.000 -0.003 -0.002
H 2.307 7.315 1.722 0.001 0.002 -0.002
H 1.485 5.621 3.328 0.004 0.001 0.003
H 1.638 3.224 2.781 -0.010 0.007 -0.004
H 4.441 2.402 2.465 0.002 -0.003 -0.003
H 5.133 1.185 4.480 -0.002 0.001 0.004
H 4.024 -0.941 5.096 -0.001 0.001 0.000
H 2.224 -1.846 3.657 0.001 0.007 -0.002
H 1.543 -0.642 1.629 0.023 0.001 -0.015
S -2.677 3.156 -2.582 -0.165 -0.214 -0.019
C -2.478 4.281 -1.274 -0.330 -0.009 0.214
C -3.470 4.524 -0.302 0.075 0.251 -0.121
C -3.170 5.356 0.747 0.103 0.025 0.050
C -1.885 5.908 0.856 -0.131 0.036 -0.022
C -0.951 5.577 -0.091 0.124 0.103 -0.183
N -1.234 4.791 -1.149 -0.138 -0.504 0.612
H -4.433 4.046 -0.401 -0.010 0.020 -0.016
H -3.916 5.563 1.505 0.002 0.013 -0.001
H -1.617 6.558 1.676 -0.011 -0.002 0.006
H 0.066 5.945 -0.042 0.019 -0.086 0.031
C -3.029 -3.990 0.719 0.001 0.068 0.032
Si -2.093 -2.363 0.843 -0.205 0.251 0.458
C -1.076 -2.400 2.434 -0.026 -0.028 -0.036
C -3.362 -0.966 0.953 0.060 0.016 -0.039
Si -0.711 -2.045 -0.981 -0.019 -0.942 -0.466
Te 0.147 0.105 -1.898 0.315 -0.055 -0.203
Si -1.963 -2.710 -2.880 -0.110 0.009 0.153
C -2.105 -4.594 -2.868 -0.019 -0.015 0.030
C -1.223 -2.150 -4.525 0.042 0.016 -0.025
C -3.686 -1.975 -2.720 0.006 0.046 0.030
Si 1.139 -3.505 -1.102 0.057 0.061 0.131
C 2.644 -2.831 -0.206 -0.015 0.061 -0.043
C 1.626 -3.704 -2.905 0.003 0.022 -0.008
C 0.717 -5.185 -0.355 -0.025 -0.004 -0.021
H -3.671 -4.045 1.604 -0.015 -0.053 -0.011
H -2.384 -4.869 0.722 0.030 0.013 -0.035
H -3.675 -4.033 -0.159 0.016 -0.007 -0.024
H -1.691 -2.066 3.272 0.007 -0.022 0.022
H -0.205 -1.744 2.378 -0.050 0.025 0.026
H -0.724 -3.409 2.663 0.039 0.003 -0.049
H -3.251 -0.426 1.896 0.014 0.013 -0.006
H -4.378 -1.364 0.918 0.000 -0.005 -0.012
H -3.262 -0.242 0.143 -0.002 0.005 -0.014
H -1.368 -5.053 -3.529 0.019 -0.002 0.018
H -3.096 -4.898 -3.213 0.011 -0.002 -0.029
H -1.962 -5.011 -1.870 -0.027 -0.006 0.003
H -0.941 -3.015 -5.128 -0.005 -0.002 -0.003
H -0.330 -1.529 -4.432 -0.002 0.009 0.014
H -1.959 -1.574 -5.090 -0.001 0.003 0.001
H -4.115 -2.169 -1.735 -0.027 -0.015 -0.008
H -4.361 -2.398 -3.469 0.013 0.013 -0.028
H -3.660 -0.891 -2.861 0.003 0.004 0.014
H 2.962 -1.875 -0.630 -0.004 0.009 0.025
H 3.475 -3.534 -0.305 0.003 0.001 -0.019
H 2.461 -2.683 0.857 -0.005 -0.017 0.078
H 1.884 -2.734 -3.338 0.003 -0.010 -0.018
H 0.835 -4.147 -3.512 -0.005 0.002 0.011
H 2.509 -4.344 -2.980 0.002 -0.006 -0.005
H 0.004 -5.105 0.468 0.018 0.002 0.015
H 1.625 -5.646 0.042 0.001 -0.022 -0.027
H 0.296 -5.863 -1.099 -0.037 0.017 0.010

---

No. 3
84
Properties=species:S:1:pos:R:3:forces:R:3 method="wB97M-V/def2-TZVPD" e_homo_ev=-11.70 lumo_energy_ev=-3.589 homo_lumo_gap_ev=8.1 total_charge=+1
C 0.750 2.103 1.469 0.441 0.685 -0.550
C 0.726 1.474 -0.045 0.109 -0.032 0.673
O 2.120 1.051 -0.387 -2.242 -0.553 1.583
C -0.213 0.143 -0.233 -0.766 -0.724 -0.933
C -1.768 0.321 0.289 -2.103 0.918 0.771
N -2.737 -0.719 0.869 -0.079 4.963 -1.215
C -4.093 -0.120 1.173 3.861 5.509 -2.483
C -3.852 1.445 0.750 1.085 -3.777 0.666
B -4.877 2.749 0.765 -1.993 1.707 -0.984
O -5.642 2.973 -0.513 4.019 -1.236 2.214
O -5.057 3.689 1.891 1.931 -1.449 -3.105
N -2.448 1.674 0.233 -2.537 -6.848 2.316
H 1.560 2.980 1.457 -1.782 -2.070 0.091
H 1.085 1.309 2.261 -0.654 1.487 -1.544
H -0.270 2.586 1.778 1.828 -1.054 -0.555
H 0.354 2.272 -0.848 1.156 -1.684 1.727
H 2.344 0.382 0.338 -0.207 1.360 -1.354
H 0.297 -0.850 0.189 -1.315 2.327 -0.559
H -0.291 -0.043 -1.409 -0.031 0.303 2.579
H -2.491 -1.723 1.036 -0.081 1.545 -0.418
H -5.087 -0.579 1.587 2.564 0.671 -0.901
H -5.024 2.573 -1.220 -1.802 0.519 1.253
H -4.336 4.386 1.795 -1.437 -1.052 0.407
H -2.121 2.617 -0.074 0.088 -1.592 0.269
O -3.319 0.095 -2.707 1.099 -0.893 -0.100
C -2.598 -0.564 -3.438 -0.612 0.870 0.675
O -1.556 -1.332 -3.004 -1.170 0.860 0.540
C -0.869 -1.871 -4.132 0.993 -0.764 -0.628
C -1.867 -1.836 -5.259 -0.046 -0.437 -0.716
C -2.691 -0.616 -4.933 -0.226 -0.339 -0.312
H 0.010 -1.249 -4.335 -0.091 0.048 0.046
H -0.539 -2.890 -3.910 -0.075 0.431 0.131
H -1.399 -1.796 -6.247 -0.013 -0.052 0.206
H -2.502 -2.729 -5.221 0.161 0.103 -0.018
H -2.253 0.295 -5.350 -0.166 0.044 0.077
H -3.727 -0.733 -5.260 0.119 0.401 0.139
O 3.812 1.993 3.156 1.369 0.769 -0.371
C 4.680 2.644 2.597 -1.107 -0.626 1.048
O 5.796 3.129 3.215 -1.023 -0.709 0.025
C 6.531 3.931 2.292 0.820 0.558 -0.108
C 6.093 3.469 0.927 0.430 0.052 -0.830
C 4.659 3.066 1.159 0.262 -0.195 -0.464
H 6.288 4.984 2.472 -0.034 -0.076 0.027
H 7.604 3.784 2.447 -0.270 -0.038 0.155
H 6.213 4.233 0.154 0.052 -0.078 0.162
H 6.677 2.590 0.627 -0.025 0.192 0.094
H 3.975 3.912 1.045 -0.093 -0.125 0.011
H 4.364 2.239 0.510 -0.320 0.235 0.207
O -0.166 -4.634 -2.980 -1.564 -0.970 0.517
C -1.075 -5.194 -2.389 1.140 0.985 -0.924
O -2.296 -5.466 -2.934 1.069 0.397 -0.116
C -3.143 -6.024 -1.931 -0.823 -0.318 0.135
C -2.210 -6.582 -0.888 -0.124 -0.643 0.650
C -1.036 -5.639 -0.958 0.103 -0.513 0.247
H -3.785 -5.231 -1.534 0.024 -0.034 -0.070
H -3.774 -6.802 -2.372 0.115 0.306 -0.120
H -2.663 -6.644 0.105 -0.011 -0.030 -0.190
H -1.890 -7.590 -1.178 -0.094 0.170 0.073
H -1.172 -4.770 -0.309 0.169 0.003 -0.062
H -0.097 -6.150 -0.730 -0.001 0.443 -0.029
O -9.360 -2.823 -1.768 1.777 1.401 -0.142
C -8.599 -1.870 -1.719 -1.672 -1.956 0.175
O -7.270 -1.930 -2.024 -0.485 -0.359 -0.009
C -6.670 -0.665 -1.754 0.565 0.272 -0.223
C -7.803 0.328 -1.783 -0.031 0.948 -0.057
C -8.967 -0.486 -1.278 -0.101 0.491 -0.240
H -6.183 -0.711 -0.773 0.011 -0.010 -0.026
H -5.914 -0.444 -2.514 -0.021 -0.270 0.187
H -7.605 1.224 -1.190 0.054 -0.105 -0.128
H -7.995 0.641 -2.817 0.084 -0.031 0.172
H -9.035 -0.465 -0.186 -0.164 -0.073 -0.080
H -9.908 -0.164 -1.731 0.003 -0.288 0.344
O 8.959 1.547 2.288 0.635 0.866 1.545
C 9.365 1.731 3.424 -0.368 -0.434 -1.863
O 10.030 2.852 3.832 -0.573 -0.413 -0.727
C 10.450 2.681 5.185 0.457 0.372 0.617
C 9.539 1.624 5.754 -0.237 -0.215 0.883
C 9.254 0.754 4.555 -0.297 -0.090 0.421
H 11.500 2.370 5.188 -0.082 0.042 -0.035
H 10.359 3.629 5.722 0.079 -0.061 -0.316
H 9.981 1.081 6.593 -0.022 0.156 -0.102
H 8.607 2.086 6.102 0.170 -0.060 -0.025
H 10.009 -0.026 4.430 -0.140 -0.011 -0.117
H 8.252 0.320 4.604 0.270 -0.120 -0.307